DFT (ωB97M-V with the def2-TZVPD basis set) results for 11 unconnected molecules or ions with the total composition C34H102N9O11P3S8 in a non-equilibrium geometry.

Each line ends with the Löwdin charge.
Cartesian coordinates (Å):
O (-0.91, -4.30, 5.04)  -0.27
P (0.11, -4.57, 4.02)  0.48
N (1.59, -4.93, 4.70)  -0.30
C (1.69, -4.81, 6.15)  -0.11
C (2.84, -4.68, 4.03)  -0.14
N (0.45, -3.29, 3.00)  -0.29
C (0.90, -2.05, 3.65)  -0.08
C (-0.35, -3.02, 1.83)  -0.10
N (-0.28, -5.80, 3.00)  -0.30
C (0.67, -6.31, 2.03)  -0.11
C (-1.66, -6.23, 2.94)  -0.11
H (1.79, -3.76, 6.45)  0.08
H (2.58, -5.34, 6.49)  0.08
H (0.83, -5.25, 6.65)  0.08
H (3.60, -5.42, 4.28)  0.08
H (3.23, -3.68, 4.27)  0.08
H (2.68, -4.67, 2.95)  0.06
H (1.61, -2.27, 4.44)  0.06
H (1.35, -1.39, 2.91)  0.07
H (0.06, -1.51, 4.10)  0.09
H (-1.38, -2.73, 2.12)  0.08
H (0.09, -2.21, 1.26)  0.06
H (-0.56, -3.91, 1.23)  0.06
H (0.19, -7.12, 1.48)  0.08
H (1.07, -5.55, 1.36)  0.07
H (1.51, -6.78, 2.56)  0.08
H (-2.31, -5.51, 2.44)  0.05
H (-2.05, -6.38, 3.95)  0.08
H (-1.75, -7.19, 2.44)  0.08
O (-4.18, 2.71, -0.46)  -0.27
P (-3.76, 3.93, 0.26)  0.46
N (-5.10, 4.82, 0.64)  -0.30
C (-6.35, 4.51, -0.04)  -0.10
C (-4.95, 6.17, 1.14)  -0.12
N (-2.72, 4.86, -0.63)  -0.29
C (-2.88, 4.89, -2.08)  -0.09
C (-1.76, 5.78, -0.07)  -0.12
N (-2.99, 3.73, 1.68)  -0.30
C (-1.66, 3.11, 1.67)  -0.09
C (-3.77, 3.54, 2.92)  -0.08
H (-7.11, 5.24, 0.21)  0.08
H (-6.75, 3.54, 0.25)  0.08
H (-6.21, 4.46, -1.13)  0.07
H (-4.73, 6.90, 0.35)  0.08
H (-4.14, 6.23, 1.87)  0.07
H (-5.85, 6.45, 1.69)  0.08
H (-2.16, 5.60, -2.49)  0.08
H (-2.77, 3.90, -2.50)  0.07
H (-3.86, 5.28, -2.37)  0.08
H (-1.99, 6.83, -0.25)  0.08
H (-1.72, 5.68, 1.02)  0.06
H (-0.75, 5.54, -0.43)  0.08
H (-0.98, 3.72, 2.26)  0.08
H (-1.69, 2.09, 2.04)  0.07
H (-1.35, 3.04, 0.62)  0.07
H (-4.42, 2.67, 2.85)  0.09
H (-4.34, 4.44, 3.15)  0.06
H (-3.05, 3.41, 3.73)  0.09
O (1.28, 0.98, 1.44)  -0.28
P (0.94, 0.57, 0.06)  0.49
N (-0.65, 0.35, -0.32)  -0.27
C (-1.02, 0.59, -1.70)  -0.11
C (-1.74, 0.01, 0.58)  -0.09
N (1.63, -0.88, -0.41)  -0.29
C (2.98, -1.18, 0.05)  -0.11
C (1.08, -1.78, -1.41)  -0.11
N (1.53, 1.66, -1.02)  -0.28
C (1.46, 3.09, -0.69)  -0.08
C (2.04, 1.39, -2.34)  -0.11
H (-0.99, 1.67, -1.93)  0.08
H (-2.01, 0.23, -1.94)  0.07
H (-0.33, 0.17, -2.43)  0.04
H (-2.39, 0.88, 0.69)  0.05
H (-1.30, -0.22, 1.55)  0.07
H (-2.25, -0.90, 0.27)  0.07
H (3.72, -0.88, -0.71)  0.06
H (3.19, -0.52, 0.89)  0.07
H (3.08, -2.20, 0.41)  0.08
H (-0.01, -1.70, -1.44)  0.07
H (1.47, -1.53, -2.40)  0.05
H (1.34, -2.82, -1.19)  0.08
H (2.39, 3.58, -0.97)  0.06
H (0.60, 3.54, -1.22)  0.07
H (1.33, 3.19, 0.38)  0.05
H (3.13, 1.48, -2.45)  0.08
H (1.53, 2.02, -3.08)  0.09
H (1.83, 0.36, -2.63)  0.04
C (4.37, -0.24, -4.56)  -0.26
S (4.46, -1.76, -5.53)  0.79
O (5.79, -2.37, -5.32)  -0.55
C (3.26, -2.61, -4.52)  -0.28
H (3.32, 0.05, -4.54)  0.03
H (5.00, 0.54, -4.97)  0.06
H (4.73, -0.53, -3.57)  0.03
H (3.22, -3.66, -4.80)  0.05
H (2.31, -2.10, -4.65)  0.02
H (3.54, -2.60, -3.46)  0.05
C (1.98, 4.14, 3.05)  -0.26
S (1.44, 4.57, 4.71)  0.81
O (2.65, 4.74, 5.57)  -0.56
C (0.93, 6.27, 4.36)  -0.26
H (3.05, 4.31, 2.96)  0.03
H (1.51, 4.76, 2.29)  0.04
H (1.77, 3.08, 2.87)  0.03
H (0.29, 6.33, 3.48)  0.04
H (1.86, 6.83, 4.24)  0.06
H (0.42, 6.62, 5.26)  0.04
C (5.87, 3.03, -0.71)  -0.28
S (5.61, 4.60, 0.10)  0.82
O (4.20, 4.98, -0.17)  -0.55
C (5.71, 4.04, 1.80)  -0.27
H (6.91, 2.70, -0.65)  0.03
H (5.70, 3.22, -1.78)  0.06
H (5.13, 2.26, -0.49)  0.05
H (5.27, 4.83, 2.41)  0.04
H (6.77, 3.88, 2.01)  0.05
H (5.17, 3.11, 2.00)  0.06
C (-3.11, -5.75, -1.19)  -0.25
S (-2.67, -4.19, -2.00)  0.81
O (-2.87, -3.13, -0.98)  -0.57
C (-0.92, -4.55, -2.14)  -0.27
H (-3.11, -5.56, -0.12)  0.03
H (-2.46, -6.54, -1.56)  0.05
H (-4.15, -5.96, -1.44)  0.05
H (-0.78, -5.46, -2.73)  0.06
H (-0.49, -4.76, -1.15)  0.05
H (-0.35, -3.76, -2.62)  0.04
C (6.63, -2.11, 0.45)  -0.26
S (7.17, -0.99, -0.86)  0.84
O (5.99, -0.21, -1.30)  -0.56
C (8.18, 0.05, 0.19)  -0.27
H (5.90, -2.77, -0.02)  0.05
H (6.20, -1.56, 1.28)  0.06
H (7.51, -2.69, 0.73)  0.06
H (9.23, -0.28, 0.14)  0.06
H (7.86, 0.12, 1.22)  0.06
H (8.29, 1.04, -0.25)  0.04
C (-5.49, -1.15, -4.83)  -0.25
S (-4.07, -0.17, -4.34)  0.78
O (-3.93, 0.94, -5.32)  -0.56
C (-4.63, 0.49, -2.78)  -0.27
H (-6.43, -0.71, -4.51)  0.05
H (-5.38, -2.14, -4.38)  0.05
H (-5.48, -1.21, -5.92)  0.05
H (-5.60, 0.98, -2.88)  0.06
H (-3.89, 1.21, -2.43)  0.01
H (-4.70, -0.32, -2.05)  0.06
C (0.44, 0.37, -7.24)  -0.26
S (-0.52, 0.02, -5.77)  0.83
O (0.50, -0.42, -4.75)  -0.58
C (-0.94, 1.70, -5.35)  -0.27
H (1.03, -0.52, -7.46)  0.05
H (1.09, 1.23, -7.09)  0.06
H (-0.18, 0.50, -8.13)  0.06
H (-1.51, 1.72, -4.43)  0.03
H (-1.45, 2.12, -6.21)  0.06
H (-0.01, 2.26, -5.19)  0.06
C (-4.94, -4.65, 2.97)  -0.26
S (-5.25, -3.75, 1.44)  0.79
O (-6.73, -3.77, 1.29)  -0.55
C (-4.84, -2.15, 2.11)  -0.26
H (-5.09, -5.71, 2.74)  0.05
H (-5.69, -4.32, 3.68)  0.06
H (-3.92, -4.51, 3.34)  0.04
H (-3.76, -2.16, 2.28)  0.03
H (-5.33, -1.99, 3.07)  0.06
H (-5.04, -1.35, 1.39)  0.05

HOMO level	-8.4368	eV
charge	0
frontier orbital gap	8.644	eV